1.
Entry from the Open Molecules 2025 dataset: a 3-piece molecular cluster, C2H13N2O2 overall at a distorted geometry (wB97M-V/def2-TZVPD).

Values from the calculation:
* maximum force: 0.049 Eh/bohr
* net charge: 0
* spin multiplicity: 2
* energy above the lowest of the compared OMol25 structures with the same formula, charge and spin: 0.5740 eV

Element x y z (Å)
C  0.574  1.414  -1.460
N  0.995  1.893  -0.144
C  0.164  -0.060  -1.334
N  -0.998  -0.295  -0.464
H  1.410  1.501  -2.162
H  -0.307  1.992  -1.713
H  1.837  1.464  0.185
H  0.743  2.821  0.134
H  1.022  -0.608  -0.949
H  0.096  -0.469  -2.366
H  -0.710  -0.136  0.520
H  -1.706  0.494  -0.664
H  -1.327  -1.282  -0.495
H  -0.429  0.608  3.239
H  -1.821  -0.026  3.176
O  -0.935  -0.095  2.808
H  0.575  -3.551  -0.068
H  0.429  -2.920  1.352
O  0.388  -2.743  0.405



2.
Entry from the Open Molecules 2025 dataset: a 3-piece molecular cluster, C2H13N2O2 overall at a distorted geometry (wB97M-V/def2-TZVPD).

Values from the calculation:
* maximum force: 0.065 Eh/bohr
* net charge: +1
* spin multiplicity: 1
* energy above the lowest of the compared OMol25 structures with the same formula, charge and spin: 1.5661 eV

Element x y z (Å)
C  1.244  -0.958  1.204
N  0.301  -0.197  2.081
C  0.647  -1.277  -0.129
N  -0.343  -0.195  -0.606
H  2.072  -0.240  1.153
H  1.618  -1.754  1.899
H  0.603  -0.235  3.048
H  -0.678  -0.389  1.952
H  1.378  -1.380  -1.008
H  0.112  -2.228  -0.166
H  -1.163  -0.641  -1.045
H  0.169  0.386  -1.279
H  -0.617  0.066  0.349
H  2.370  1.924  -1.669
H  1.520  2.879  -2.432
O  1.439  2.154  -1.790
H  -3.908  0.491  -1.230
H  -3.460  1.148  0.153
O  -3.305  0.446  -0.485